(1)
This record from the OMol25 dataset describes a cluster of 30 separate species, C16H94BNO35P in total. The level of theory is ωB97M-V with the def2-TZVPD basis set.

* LUMO: 1.16 eV
* HOMO level: -0.1467 Ha
* multiplicity: 1
* charge: -1

XYZ file:
```
148
Properties=species:S:1:pos:R:3:lowdin_charge:R:1
C -5.09899 3.25393 -4.54010 -0.005
C -4.73285 3.78329 -3.17860 -0.519
O -5.02205 4.89678 -2.79303 0.096
O -4.05018 2.94684 -2.35124 -0.010
C -4.74489 1.68845 -2.19564 -0.189
C -4.38437 0.98409 -0.90201 -0.172
C -3.14934 0.04559 -0.99290 -0.233
C -1.87040 0.66893 -0.41587 -0.296
P -0.58254 -0.49502 0.49560 0.640
C 0.67464 -1.57978 1.46708 -0.223
C -0.95220 -1.98049 -0.69147 -0.287
C -0.60388 -1.65232 -2.16028 -0.261
C 0.90673 -1.77396 -2.44525 -0.206
C 1.46439 -0.68019 -3.39108 -0.186
C 2.71223 0.03761 -2.83237 -0.244
N 3.78121 0.21438 -3.84524 -0.010
C -0.05848 1.11358 1.47615 -0.228
O 1.34267 1.18424 1.88520 -0.065
C 2.15169 1.99745 1.21027 -0.524
C 3.08082 2.77414 2.11658 0.026
O 2.19412 2.09894 -0.00065 0.068
C -2.07242 -0.92809 1.77493 -0.145
B -1.74115 -1.27879 3.23763 -0.764
O -1.54005 -0.32076 4.24398 0.095
O -1.62096 -2.60428 3.67137 0.110
H -5.47936 4.06544 -5.15081 0.077
H -5.88767 2.50560 -4.45639 0.091
H -4.21206 2.80778 -4.98643 0.068
H -4.54864 1.02807 -3.04604 0.124
H -5.82375 1.88923 -2.18255 0.122
H -4.28312 1.69872 -0.08265 0.102
H -5.27283 0.37478 -0.67732 0.098
H -3.01482 -0.17164 -2.05755 0.094
H -3.43437 -0.89772 -0.52741 0.086
H -2.18272 1.47908 0.25340 0.060
H -1.31525 1.16454 -1.22368 0.074
H 0.47882 -0.11150 -0.42707 0.030
H 0.28440 -2.58026 1.68927 0.031
H 1.54279 -1.74102 0.81873 0.027
H 1.05435 -1.16565 2.41105 0.029
H -1.94746 -2.40543 -0.58403 0.031
H -0.28509 -2.82316 -0.46630 0.071
H -0.99755 -0.68520 -2.47978 0.072
H -1.10438 -2.39641 -2.77547 0.070
H 1.07059 -2.73504 -2.94564 0.102
H 1.48282 -1.76423 -1.52106 0.075
H 0.69210 0.06977 -3.58734 0.094
H 1.72920 -1.09399 -4.37085 0.087
H 3.11862 -0.54476 -2.00642 0.111
H 2.39841 1.01492 -2.46234 0.086
H 3.68574 1.12246 -4.28870 0.074
H 4.65975 0.28537 -3.33984 0.035
H -0.18024 1.92759 0.75499 0.071
H -0.68067 1.37680 2.33732 0.080
H 4.04111 2.25079 2.11761 0.070
H 3.26447 3.77278 1.72568 0.088
H 2.73779 2.77160 3.13681 0.035
H -2.71379 -1.72222 1.38235 0.043
H -2.71497 -0.03474 1.78916 0.064
H -2.05578 0.46935 4.06055 0.080
H -0.83463 -2.70780 4.21709 0.090
O 4.39040 -1.72692 -6.07463 -0.093
H 4.01634 -2.54548 -5.72812 0.024
H 4.11773 -1.08527 -5.38505 -0.005
O 3.73509 -3.97469 -8.03550 -0.044
H 3.88985 -3.19644 -7.48210 0.011
H 4.53805 -4.49524 -7.92439 0.051
O -4.50181 0.02581 4.29222 -0.042
H -3.87292 -0.68460 4.47305 0.037
H -5.26232 -0.42036 3.89605 0.025
O 0.34958 -0.95739 6.62343 -0.056
H 1.16375 -1.37421 6.32759 0.046
H -0.01433 -0.56347 5.81640 0.004
O 3.74536 -7.05136 -9.11363 -0.054
H 2.92181 -7.47875 -8.86261 0.037
H 3.63257 -6.14231 -8.81815 -0.005
O 5.24218 0.25949 2.93193 -0.047
H 6.05985 -0.03170 3.35035 0.003
H 4.98412 -0.48380 2.37496 0.021
O -5.40230 4.21983 0.44487 -0.046
H -5.17892 4.70146 -0.36245 0.009
H -6.34871 4.06071 0.38577 0.043
O 8.39302 -0.16540 2.99327 -0.044
H 9.12685 -0.14649 3.61630 0.043
H 8.74928 -0.61746 2.22073 0.051
O -1.79595 3.06612 -5.70233 -0.056
H -1.45172 3.30740 -4.83519 0.046
H -2.13614 3.89044 -6.06492 0.032
O -4.90511 3.35581 -7.48799 -0.051
H -4.11743 2.86554 -7.74762 0.043
H -5.24723 3.71960 -8.31027 0.041
O -6.57519 1.52623 6.02996 -0.051
H -5.84343 1.76372 6.60709 0.050
H -6.17074 0.94186 5.37766 0.002
O -3.37650 6.49758 -0.07613 -0.056
H -3.58979 6.51642 -1.01574 0.022
H -3.09237 5.59095 0.08326 0.034
O 3.44418 3.56829 5.12538 -0.047
H 3.62591 4.19192 5.83456 0.046
H 4.19779 2.96778 5.12789 0.054
O 3.88748 3.38653 -2.19898 -0.074
H 4.23333 4.17547 -1.77494 0.022
H 3.14472 3.11991 -1.63401 -0.001
O -7.97956 4.28864 5.83404 -0.083
H -7.96354 4.29463 4.86713 -0.008
H -7.67603 3.39400 6.02891 -0.011
O -6.78511 -0.23455 2.13516 -0.037
H -6.46105 0.25201 1.36888 0.029
H -7.70923 -0.42123 1.94758 0.041
O 3.84008 -2.51294 2.38073 -0.052
H 3.52187 -3.34402 2.75238 0.020
H 3.49442 -1.84313 2.98356 0.031
O 6.98250 -2.89697 3.37459 -0.063
H 6.14507 -2.53874 3.68569 0.015
H 7.57378 -2.13703 3.29475 -0.018
O 1.03179 1.53096 5.22353 -0.049
H 0.24215 1.97519 5.54474 0.042
H 1.61434 2.24828 4.94292 -0.001
O -3.07158 -4.03860 0.46502 -0.054
H -3.77294 -4.69036 0.55672 0.033
H -2.88080 -3.74770 1.36634 0.028
O -2.29336 -2.83447 -4.72745 -0.049
H -2.05757 -2.30644 -5.49634 0.037
H -3.23058 -3.02146 -4.83472 0.033
O 2.21550 -5.36584 2.48789 -0.046
H 2.85392 -6.05658 2.68859 0.035
H 1.45235 -5.82991 2.13172 0.041
O -1.14131 -3.27913 8.00043 -0.075
H -1.94492 -2.84124 8.29175 0.025
H -0.57371 -2.55234 7.70636 -0.008
O 2.66503 -3.91340 -10.96342 -0.068
H 2.92978 -3.74687 -10.04953 -0.007
H 2.33089 -3.06809 -11.27468 0.027
O -8.29614 3.44683 2.98415 -0.041
H -9.25759 3.49108 2.98124 0.050
H -8.08808 2.51545 2.85739 0.035
O 9.87414 -2.65837 4.12250 -0.057
H 10.70145 -2.89752 4.55128 0.045
H 9.64867 -3.42351 3.57731 0.042
O 6.45744 -0.70046 -2.68517 -0.047
H 7.22957 -0.55055 -2.13269 0.038
H 6.76710 -1.26263 -3.40208 0.041
O -4.88184 4.13868 3.61223 -0.055
H -5.07420 4.17061 2.66718 -0.004
H -4.60724 3.23080 3.77292 0.019
O 11.05992 -3.29040 1.50084 -0.057
H 11.18725 -2.62319 2.18414 0.012
H 11.86551 -3.81550 1.50617 0.038
```

=====

(2)
This record from the OMol25 dataset describes a cluster of 2 separate species, C10H16O in total. The level of theory is ωB97M-V with the def2-TZVPD basis set.

* SMILES: Cc1ccc(O)cc1.CCC
* LUMO: 0.88 eV
* HOMO level: -0.3115 Ha
* multiplicity: 1
* energy relative to the best compared isomer or geometry (same formula, charge and spin): 257.06 kJ/mol

XYZ file:
```
27
Properties=species:S:1:pos:R:3:lowdin_charge:R:1
C 2.92658 0.11009 1.28373 -0.061
C 1.41719 0.48182 1.46862 -0.264
C 1.34738 1.85757 1.53223 -0.057
C 0.04200 2.34238 1.70366 -0.022
C -1.05355 1.50023 1.63362 -0.344
O -2.35976 1.95591 1.52374 0.009
C -0.98076 0.10281 1.64544 -0.026
C 0.31281 -0.37109 1.42092 -0.051
H 3.59159 0.90971 1.64103 0.072
H 3.13485 -0.09803 0.22083 0.070
H 3.13587 -0.95437 1.55188 0.078
H 2.16433 2.55904 1.40015 0.114
H -0.18067 3.39486 1.78511 0.110
H -2.46605 2.55660 0.78163 0.101
H -1.93139 -0.46197 1.81962 0.140
H 0.40382 -1.45921 1.23096 0.121
C -1.11929 -0.05458 -1.96571 -0.102
C -1.38356 -1.54024 -1.66025 -0.298
C -0.24970 -2.32681 -2.25600 -0.153
H -0.09698 -0.04775 -2.37581 0.059
H -1.75437 0.38259 -2.72670 0.063
H -1.20386 0.61678 -1.09162 0.055
H -1.61969 -1.73249 -0.60241 0.087
H -2.30985 -1.88899 -2.11974 0.093
H 0.43624 -1.75639 -2.92594 0.068
H 0.34436 -3.10021 -1.78445 0.058
H -0.54753 -2.97827 -3.13454 0.079
```

=====

(3)
This record from the OMol25 dataset describes a structure of composition C26H28ClF5GdN2O3. The level of theory is ωB97M-V with the def2-TZVPD basis set.

* LUMO (alpha / beta): 2.57 / 1.63 eV
* HOMO level (alpha / beta): -0.0110 / -0.1842 Ha
* multiplicity: 8
* energy relative to the best compared isomer or geometry (same formula, charge and spin): 968.78 kJ/mol
* charge: -1
* ⟨S²⟩: 15.888

XYZ file:
```
66
Properties=species:S:1:pos:R:3:lowdin_charge:R:1
Gd 0.14894 -0.04075 -0.11004 0.912
Cl 2.18564 -0.08635 -1.48414 0.042
N 0.38724 2.00825 -0.09174 -0.090
N 0.32204 -2.09465 -0.07024 -0.070
C -0.11036 2.78495 -0.97544 -0.416
C -0.17046 -2.86425 -0.96284 -0.382
C 1.34034 2.82745 0.74496 -0.504
C 1.61534 3.96835 -0.23334 -0.082
C 2.60624 2.10555 1.14146 -0.053
C 0.57824 3.34505 1.95956 -0.008
H 3.10594 1.68215 0.27716 0.032
H 2.38234 1.30525 1.83866 0.062
H 3.27594 2.80845 1.63706 0.088
H -0.28786 3.93215 1.65616 0.093
H 1.23154 3.98255 2.55506 0.084
H 0.23834 2.51925 2.57296 0.066
C 1.23204 -2.93065 0.79756 -0.501
C 1.49594 -4.09245 -0.15944 -0.075
C 0.43064 -3.40855 2.00256 -0.007
C 2.51374 -2.24345 1.20706 -0.051
H 3.03234 -1.83565 0.34616 0.034
H 3.15964 -2.96565 1.70656 0.090
H 2.30824 -1.43765 1.90336 0.058
H -0.44646 -3.97345 1.68866 0.092
H 0.10424 -2.56565 2.59956 0.072
H 1.05254 -4.05765 2.61886 0.088
O 0.32974 -4.10885 -1.03164 0.018
H 1.56254 -5.05585 0.33476 0.126
H 2.36994 -3.92175 -0.78734 0.132
O 0.42434 4.01285 -1.07224 0.002
H 2.46464 3.76215 -0.88404 0.129
H 1.72694 4.93505 0.24616 0.124
C -1.25286 2.46875 -1.84544 -0.070
C -1.27696 -2.53375 -1.87334 -0.056
C -1.15116 -1.23255 -2.61864 -0.188
H -2.18346 -2.48625 -1.26044 0.139
H -1.40706 -3.36705 -2.55144 0.104
C -0.86286 -0.03225 -1.96244 -0.261
C -1.14356 1.17585 -2.60794 -0.184
H -1.39366 -0.02185 0.12226 0.042
C -1.45966 1.19095 -3.97344 -0.222
C -1.56756 -0.01665 -4.64274 -0.018
C -1.70016 2.46305 -4.73444 -0.062
C -1.46786 -1.23115 -3.98484 -0.225
H -1.78636 -0.01085 -5.70324 0.104
C -1.71676 -2.49415 -4.75794 -0.063
H -1.83816 -2.27165 -5.81504 0.067
H -2.62286 -3.00705 -4.43224 0.080
H -0.89336 -3.20255 -4.66874 0.080
H -2.60576 2.97625 -4.40754 0.080
H -1.81866 2.25135 -5.79404 0.066
H -0.87466 3.16755 -4.63544 0.081
H -1.41066 3.30875 -2.50934 0.102
H -2.13376 2.40845 -1.19834 0.129
F -1.93146 0.40595 6.92626 0.075
C -1.31326 0.29375 5.72446 -0.147
C -2.04586 0.43815 4.54166 -0.126
F -3.37636 0.69325 4.60166 0.087
C -1.41066 0.32505 3.29756 -0.145
F -2.14776 0.48635 2.17876 0.057
C -0.03006 0.06545 3.23676 -0.273
O 0.65844 -0.04685 2.07836 -0.265
C 0.69504 -0.07545 4.43006 -0.134
F 2.02934 -0.32115 4.38696 0.089
C 0.05794 0.03665 5.66746 -0.132
F 0.77184 -0.10045 6.81276 0.084
```

=====

(4)
This record from the OMol25 dataset describes a structure of composition C5H14N3O2Y. The level of theory is ωB97M-V with the def2-TZVPD basis set.

* LUMO: -8.12 eV
* HOMO level: -0.6422 Ha
* multiplicity: 1
* charge: +2

XYZ file:
```
25
Properties=species:S:1:pos:R:3:lowdin_charge:R:1
Y -0.45964 -0.28864 -0.96044 1.699
N 1.84126 -0.46534 -1.03714 -0.089
C 2.29506 0.04116 0.30596 -0.218
C 2.09736 1.55436 0.43466 -0.168
C 0.68146 2.03346 0.76896 -0.211
N -0.25874 1.94396 -0.40274 -0.084
H 2.16246 -1.44314 -1.11394 0.130
H 2.39196 0.05346 -1.73844 0.124
H 3.36176 -0.18294 0.42906 0.142
H 1.73896 -0.48694 1.09616 0.120
H 2.46306 2.06276 -0.46314 0.127
H 2.73676 1.89416 1.25146 0.140
H 0.74716 3.08136 1.08656 0.140
H 0.25676 1.44526 1.59756 0.132
H 0.10606 2.56806 -1.13924 0.127
H -1.14394 2.38056 -0.10324 0.126
N -2.78344 -0.76474 -0.60914 -0.066
C -2.67764 -2.15284 -0.06264 -0.105
C -1.25524 -2.39804 0.50446 -0.575
O -0.81684 -3.47744 0.74876 0.190
O -0.56724 -1.26374 0.65516 -0.225
H -3.11174 -0.15644 0.15566 0.121
H -3.53994 -0.74344 -1.30264 0.125
H -2.86814 -2.89954 -0.84434 0.147
H -3.39754 -2.33544 0.74276 0.152
```

=====

(5)
This record from the OMol25 dataset describes a structure of composition C5H6FHgO3. The level of theory is ωB97M-V with the def2-TZVPD basis set.

* LUMO (alpha / beta): -3.71 / -7.51 eV
* HOMO level (alpha / beta): -0.4691 / -0.4718 Ha
* multiplicity: 3
* energy relative to the best compared isomer or geometry (same formula, charge and spin): 56.46 kJ/mol
* charge: +1
* ⟨S²⟩: 2.006

XYZ file:
```
16
Properties=species:S:1:pos:R:3:lowdin_charge:R:1
O -3.78476 -4.57794 -2.18569 0.162
Hg -5.15509 -7.58924 -3.76610 1.063
O -5.11994 -5.48246 -3.74334 -0.126
C -4.61478 -4.51197 -3.24026 -0.534
O -4.88831 -3.26837 -3.56251 0.135
C -4.18166 -2.36367 -2.69648 0.004
H -3.47150 -1.78841 -3.30117 0.154
H -4.89976 -1.69257 -2.21085 0.161
C -3.51356 -3.30331 -1.71606 -0.248
F -3.94358 -3.19343 -0.45482 0.127
H -1.61739 -3.04116 -1.41383 0.097
C -0.31999 -2.82821 -1.28001 -0.082
C 0.43032 -3.02841 -0.20578 -0.073
H 0.05278 -2.42554 -2.22437 0.041
H 1.51448 -2.88016 -0.23160 0.063
H 0.00965 -3.39867 0.73333 0.056
```

=====

(6)
This record from the OMol25 dataset describes a structure of composition AsCsF6. The level of theory is ωB97M-V with the def2-TZVPD basis set.

* LUMO: -1.16 eV
* HOMO level: -0.4452 Ha
* multiplicity: 1
* energy relative to the best compared isomer or geometry (same formula, charge and spin): 26.34 kJ/mol

XYZ file:
```
8
Properties=species:S:1:pos:R:3:lowdin_charge:R:1
Cs -0.61117 3.36535 1.01438 1.061
As 0.08304 -0.50873 -0.14683 0.715
F -1.47983 -0.57565 -0.89091 -0.253
F -0.31362 -1.91167 0.78325 -0.241
F 1.66013 -0.33675 0.59006 -0.266
F 0.46609 0.94313 -1.06764 -0.325
F -0.61112 0.52124 1.10408 -0.440
F 0.80647 -1.49694 -1.38638 -0.250
```

=====

For reference, F_max by record: 1.4, 4.2, 7.9, 3.6, 3.8, 1.8 eV Å⁻¹.
For reference, calculated total energy by record: -101237.294, -12675.061, -83475.168, -15007.242, -18305.130, -77695.794 eV.